C21H32PbSb2 | the ωB97M-V functional and the def2-TZVPD basis

XYZ file:
```
56
Properties=species:S:1:pos:R:3:forces:R:3:lowdin_charge:R:1
H 5.179 -1.199 3.045 -0.0107 -0.0200 -0.0015 0.114
H 2.979 -1.209 4.042 -0.0344 0.0562 -0.0270 0.149
Pb 0.924 -1.403 1.014 0.5092 -0.5418 0.4416 1.408
H 2.748 -5.447 0.139 -0.0156 0.0254 -0.0338 0.110
C 3.459 -2.061 2.128 -0.3111 -0.2573 0.0591 -0.307
C 1.978 -3.911 1.407 -0.2366 0.4091 0.1270 -0.335
H 0.826 -3.753 5.187 0.0216 0.0084 -0.0135 0.124
H 1.007 1.358 -2.140 0.0084 0.0313 -0.0334 0.003
C 4.806 -1.430 2.048 0.1814 0.2762 -0.1309 0.009
C -2.385 3.894 -3.550 0.0244 0.3137 0.3738 0.030
C -2.588 2.471 -1.586 -0.0685 -0.3027 0.5819 -0.187
C -2.162 3.680 3.145 -0.1348 -0.0982 -0.5082 -0.291
C 0.857 -2.716 4.841 -0.2044 0.0627 0.1947 0.009
H -3.372 3.379 0.155 0.1943 0.1420 0.1115 0.103
H 1.019 -5.165 -0.087 -0.0117 0.0516 0.0233 0.109
H 0.667 4.796 1.380 0.0267 -0.0150 0.0255 0.037
H -0.683 -1.359 -4.794 -0.0244 -0.0205 0.0099 0.028
H -3.394 1.539 0.172 0.0841 -0.0805 0.0257 0.083
H 1.410 -2.136 5.575 -0.0374 0.0607 -0.0339 0.107
C 1.511 -2.679 3.505 0.0596 -0.0690 -0.4106 -0.312
H -2.926 3.015 3.539 0.0583 -0.0447 0.0108 0.027
H -1.414 3.885 3.918 0.0836 -0.0317 -0.0359 0.043
C -2.536 1.253 -2.457 -0.0232 0.1127 -0.6026 -0.189
H -2.948 -0.788 -2.760 -0.0890 0.0111 0.0469 0.086
H 0.082 4.521 -0.279 0.0692 -0.0238 0.0201 0.011
H -2.504 2.869 -5.463 -0.0424 -0.0238 -0.0176 0.153
H -2.642 0.620 -4.503 0.0658 0.0204 -0.0279 0.139
C -0.561 -2.096 -4.001 -0.0611 0.1360 0.2914 -0.266
H 0.343 1.016 -3.765 0.0304 0.0456 0.0014 0.016
H -0.181 -2.375 4.826 0.0119 0.0251 -0.0534 0.111
H 5.509 -2.100 1.554 -0.0023 -0.0133 0.0271 0.114
H -2.839 -0.346 -1.013 -0.0159 0.1112 0.0687 0.062
H -2.392 4.634 -1.568 -0.0384 0.0119 -0.0095 0.134
H 1.810 0.197 -3.219 -0.0134 -0.0671 0.0159 0.033
H 0.311 -4.289 2.721 -0.1020 0.0699 -0.0859 0.152
C 2.630 -1.867 3.254 0.1856 -0.0880 0.1284 -0.058
H -0.911 5.440 0.901 0.0300 0.0275 0.0106 0.036
H -1.413 -2.771 -3.955 0.0004 0.0054 0.0092 0.031
H 3.765 -3.287 0.382 -0.0679 0.0864 -0.1030 0.148
C -0.216 4.612 0.763 -0.3781 -0.3124 0.0383 -0.302
C -2.547 1.479 -3.849 -0.1072 -0.1451 0.1488 -0.016
C 1.112 -3.596 2.489 0.2938 -0.3073 0.3083 -0.114
Sb -0.334 -1.037 -2.148 -0.3269 0.3258 -0.6020 1.294
C -2.488 2.736 -4.387 0.0764 -0.0320 0.1104 0.082
C 0.847 0.593 -2.897 -0.3076 -0.1134 0.1251 -0.299
Sb -1.104 2.810 1.502 0.2827 0.6418 0.3550 1.460
C 3.061 -3.034 1.168 0.2331 -0.0731 0.1481 -0.092
H 4.813 -0.496 1.481 -0.0869 -0.0029 -0.0128 0.112
C -2.528 -0.106 -2.023 0.5957 -0.2604 0.3336 -0.190
C 1.824 -5.186 0.651 -0.1145 -0.1269 -0.2405 0.012
H -2.322 4.875 -4.003 -0.0019 -0.0152 -0.0073 0.146
H -2.601 4.627 2.830 0.0249 0.0200 0.0468 0.037
H 1.582 -5.989 1.350 0.0079 0.0139 0.0009 0.121
H 0.347 -2.671 -4.186 0.0189 0.0355 0.0722 0.034
C -3.001 2.445 -0.273 -0.4322 -0.4859 -0.7517 -0.056
C -2.414 3.758 -2.205 0.1221 0.4343 -0.5492 -0.002
```
Forces are in eV/Å.

For the highest occupied orbital energy (spin up / spin down), the calculation gives -20.05 / -20.05 eV. As for the net charge: +4. The energy relative to the best compared isomer or geometry (same formula, charge and spin) is 30.6 kcal per mole. The HOMO-LUMO gap (spin up / spin down) is 5.31 / 5.31 eV. The calculation puts the molar mass at 735.2 g/mol.